Record 1
{
  "formula": "C3H9NO",
  "method": "wB97M-V/def2-TZVPD",
  "elements": ["C", "C", "H", "H", "H", "H", "H", "H", "C", "N", "O", "H", "H", "H"],
  "coordinates": [[-1.06673, -0.40726, 1.30187], [-0.47076, 0.84024, 1.94428], [-0.52357, -1.31784, 1.53087], [-1.10904, -0.29893, 0.22138], [-2.07771, -0.53278, 1.69308], [0.07034, 1.46011, 1.22710], [-1.17530, 1.50373, 2.44715], [0.27344, 0.62546, 2.71704], [1.62651, -0.14641, -1.95618], [0.40476, -0.52223, -2.43342], [1.76108, 0.75917, -1.17301], [2.47540, -0.74426, -2.31077], [0.21997, -1.07057, -3.25473], [-0.40837, -0.14844, -1.95464]],
  "forces_ev_per_angstrom": [[-0.460, 0.340, 0.410], [0.959, 0.572, 0.317], [0.210, -0.032, -0.001], [-0.141, -0.075, -0.053], [-0.060, -0.235, -0.267], [-0.067, -0.092, -0.114], [-0.346, -0.196, -0.228], [-0.080, -0.284, -0.063], [-0.457, -0.014, -0.277], [-0.528, 0.025, 0.305], [0.172, 0.079, 0.433], [0.016, -0.025, -0.286], [0.434, -0.200, 0.125], [0.349, 0.136, -0.302]],
  "lowdin_charge": [-0.16, -0.17, 0.06, 0.03, 0.06, 0.05, 0.06, 0.06, -0.42, 0.11, 0.01, 0.12, 0.09, 0.09],
  "largest_force_ha_per_bohr": 0.023,
  "smiles": "NC=O.CC",
  "gap_ev": 11.16,
  "relative_energy_ev": 0.554,
  "homo_ev": -10.19
}



Record 2
{
  "formula": "C14H10BrCeF9O",
  "method": "wB97M-V/def2-TZVPD",
  "elements": ["C", "C", "C", "H", "C", "C", "H", "H", "H", "H", "Ce", "Br", "C", "C", "C", "H", "C", "C", "H", "H", "H", "H", "F", "C", "F", "F", "C", "O", "C", "F", "F", "F", "C", "F", "F", "F"],
  "coordinates": [[-1.85192, -0.75038, -1.94618], [-1.88613, -1.33711, -0.63525], [-2.27057, -0.31334, 0.26999], [-1.69732, -2.38918, -0.37152], [-2.35200, 0.92278, -0.45618], [-2.09312, 0.65110, -1.82430], [-2.07080, 1.38517, -2.62464], [-1.71076, -1.31187, -2.86904], [-2.50902, -0.48140, 1.32163], [-2.62799, 1.88818, -0.04419], [0.32744, 0.08752, -0.61432], [1.79738, -2.10909, -0.55528], [2.03007, 0.68757, -2.97029], [1.03734, 1.48133, -3.62711], [0.04515, 0.61021, -4.14397], [1.08192, 2.55790, -3.77846], [0.41390, -0.72725, -3.82766], [1.65108, -0.68204, -3.13631], [2.24122, -1.55765, -2.86113], [2.94985, 1.03250, -2.49919], [-0.81102, 0.89660, -4.75186], [-0.11606, -1.63606, -4.09022], [3.01099, -0.57905, 2.69100], [2.20624, 0.28242, 3.38151], [2.29479, 0.00472, 4.71475], [2.66613, 1.53701, 3.17518], [0.72718, 0.11718, 2.89462], [0.71702, 0.21442, 1.48855], [0.23925, -1.23943, 3.46055], [-0.28822, -1.14920, 4.71985], [-0.73224, -1.73967, 2.65918], [1.21324, -2.17829, 3.53198], [-0.16934, 1.25784, 3.43912], [-0.46920, 1.24560, 4.76660], [0.39678, 2.44989, 3.16525], [-1.34434, 1.20827, 2.76006]],
  "forces_ev_per_angstrom": [[-0.506, -0.191, 0.371], [-1.001, 0.211, -0.473], [-0.066, 0.373, -0.256], [-0.201, 0.652, -0.271], [-0.157, -0.948, 0.362], [-0.279, -0.838, 0.309], [-0.005, -0.280, 0.195], [0.059, 0.420, 0.549], [0.377, 0.273, -0.387], [0.122, -0.143, 0.006], [-0.025, 1.251, -2.363], [0.805, -2.076, 1.243], [-0.344, -0.491, -0.143], [-0.281, -0.371, 0.287], [0.607, -0.229, -0.049], [-0.088, -0.191, 0.149], [0.826, 0.879, -0.050], [0.125, 0.280, -0.528], [-0.338, 0.707, -0.318], [-0.132, -0.011, -0.252], [0.101, 0.028, 0.286], [0.133, 0.171, -0.069], [-0.691, 1.184, 1.002], [0.358, -0.330, -0.454], [0.264, 0.332, -0.845], [0.071, -1.032, 0.246], [0.953, 0.422, -1.472], [0.166, 0.024, 3.839], [-0.846, -1.588, -0.113], [0.450, -0.200, -1.013], [0.550, 0.336, 0.618], [-0.648, 0.679, -0.142], [-0.797, 0.617, -0.222], [0.453, 0.261, -1.012], [-0.532, -0.299, 0.223], [0.514, 0.121, 0.747]],
  "lowdin_charge": [-0.21, -0.23, -0.21, 0.11, -0.19, -0.20, 0.10, 0.09, 0.10, 0.10, 0.83, 0.28, -0.26, -0.18, -0.19, 0.07, -0.19, -0.34, 0.01, 0.08, 0.09, 0.09, 0.14, -0.48, 0.14, 0.15, -0.23, -0.36, -0.48, 0.13, 0.15, 0.15, -0.49, 0.14, 0.15, 0.15],
  "largest_force_ha_per_bohr": 0.075,
  "charge": -1,
  "gap_ev": [6.68, 6.68],
  "relative_energy_ev": 0.000,
  "spin_multiplicity": 2,
  "homo_ev": [-4.11, -4.11]
}



Record 3
{
  "formula": "C11H22O2",
  "method": "wB97M-V/def2-TZVPD",
  "elements": ["C", "C", "C", "C", "C", "C", "C", "C", "C", "C", "C", "O", "O", "H", "H", "H", "H", "H", "H", "H", "H", "H", "H", "H", "H", "H", "H", "H", "H", "H", "H", "H", "H", "H", "H"],
  "coordinates": [[0.17981, -5.49226, 1.20976], [1.18947, -4.59986, 0.49708], [0.63728, -3.21028, 0.17242], [0.54785, -2.30197, 1.39830], [-0.16956, -0.98096, 1.11661], [0.59903, -0.05692, 0.17439], [-0.17245, 1.22984, -0.11220], [0.57181, 2.12868, -1.09841], [-0.27889, 3.28213, -1.62660], [-0.67265, 4.28417, -0.53446], [-1.37129, 5.45975, -1.16511], [-0.87078, 6.25025, -1.91872], [-2.66194, 5.52731, -0.81042], [-3.09636, 6.27853, -1.24516], [0.22978, 4.64555, -0.03841], [-1.33803, 3.82768, 0.19596], [0.28005, 3.81882, -2.39613], [-1.18433, 2.88095, -2.08758], [0.88810, 1.52420, -1.95192], [1.47208, 2.52523, -0.62452], [-1.14884, 0.97146, -0.52930], [-0.34135, 1.76324, 0.82497], [0.78621, -0.57019, -0.77009], [1.56705, 0.18920, 0.61704], [-1.15159, -1.19420, 0.68703], [-0.33187, -0.45953, 2.06345], [1.55498, -2.09612, 1.76865], [0.00486, -2.82249, 2.18939], [1.28622, -2.74436, -0.57139], [-0.35529, -3.31599, -0.27214], [1.48595, -5.08677, -0.43514], [2.08526, -4.49617, 1.11355], [-0.71547, -5.61050, 0.60270], [-0.10990, -5.07093, 2.16893], [0.60482, -6.47751, 1.38747]],
  "forces_ev_per_angstrom": [[0.218, 0.086, -0.056], [-0.209, 0.039, -0.122], [0.295, -0.042, 0.239], [-0.296, 0.038, -0.212], [0.369, -0.055, 0.024], [-0.450, 0.055, 0.169], [0.455, -0.089, -0.176], [-0.408, 0.034, -0.002], [0.256, 0.037, 0.112], [-0.092, -0.081, -0.217], [0.188, 0.174, -0.022], [0.143, 0.046, -0.095], [-0.666, -0.126, 0.294], [0.333, -0.048, -0.072], [-0.039, 0.052, 0.033], [0.087, 0.007, 0.060], [-0.086, 0.009, -0.023], [-0.022, 0.001, -0.078], [0.085, -0.015, 0.005], [0.112, 0.002, -0.021], [-0.110, 0.018, 0.018], [-0.110, 0.013, 0.062], [0.089, 0.000, -0.061], [0.112, -0.026, -0.025], [-0.094, 0.018, 0.024], [-0.096, 0.043, 0.003], [0.055, -0.033, 0.085], [0.062, -0.036, 0.087], [-0.065, 0.034, -0.078], [-0.062, 0.030, -0.100], [0.092, -0.009, 0.033], [0.096, -0.014, -0.045], [-0.120, -0.040, -0.031], [-0.083, -0.009, 0.120], [-0.039, -0.114, 0.068]],
  "lowdin_charge": [-0.12, -0.27, -0.23, -0.22, -0.22, -0.22, -0.22, -0.22, -0.20, -0.11, -0.55, 0.10, 0.11, 0.13, 0.13, 0.11, 0.12, 0.12, 0.11, 0.12, 0.12, 0.11, 0.11, 0.12, 0.11, 0.11, 0.12, 0.10, 0.10, 0.11, 0.10, 0.11, 0.07, 0.06, 0.07],
  "largest_force_ha_per_bohr": 0.014,
  "smiles": "CCCCCCCCCCC(=O)O",
  "gap_ev": 11.24,
  "relative_energy_ev": 0.149,
  "homo_ev": -10.43
}